1.
# C17H30BBr10F8O5P

A structure of composition C17H30BBr10F8O5P (ωB97M-V with the def2-TZVPD basis set, the Open Molecules 2025 dataset).

Geometry as XYZ:
```
72
Properties=species:S:1:pos:R:3
Br 5.17 -3.12 1.70
C -7.98 -2.03 -1.98
F 4.41 -1.22 -2.78
O 3.99 -0.42 -0.21
F 5.61 0.54 -3.25
H 1.38 2.46 1.26
C 1.56 -0.56 7.13
C 5.00 -4.48 4.20
H 2.27 -1.22 1.54
F 1.65 -1.66 -1.89
C 2.95 -0.49 2.02
Br 0.68 0.51 5.77
H -0.35 -1.21 7.93
C -3.53 -0.53 -1.96
Br -1.62 -0.83 -1.75
Br -8.09 -0.42 -4.35
O 0.45 2.21 1.29
H -8.49 -2.71 -1.31
C -3.89 -0.26 -3.39
Br -2.70 4.97 -4.90
C 4.78 0.39 -1.08
H 3.67 -0.99 2.71
H 1.06 -1.68 8.90
C 1.37 -0.90 -2.99
H -7.85 -1.07 -1.49
H -9.78 -1.72 -3.11
H -3.80 0.29 -1.29
B 2.04 0.43 2.96
H -4.97 -0.31 -3.53
F 1.92 -1.43 -4.12
H -1.16 -0.08 0.98
Br 4.68 -2.93 5.34
H 6.33 -5.09 2.63
Br -5.51 5.03 -2.52
C 3.71 0.35 0.95
H 2.98 1.65 4.09
Br -3.40 1.55 -3.92
F 1.01 1.39 -3.36
H -4.69 6.91 -3.93
C -5.26 6.01 -4.18
H -8.64 -2.81 -3.90
C 0.63 -0.90 8.27
C -8.73 -1.92 -3.29
H -5.02 4.16 -5.29
H 2.44 -0.01 7.45
H 6.85 -3.61 3.47
O 2.42 0.86 4.23
H 0.27 -0.90 -3.11
Br -6.21 -2.79 -2.24
P 0.27 0.89 2.26
F 3.40 0.89 -4.53
H 5.39 -5.25 4.87
C -4.61 5.16 -5.23
H 5.84 0.09 -0.92
Br 0.37 0.63 9.45
H 4.62 0.83 1.38
C 5.99 -4.17 3.11
H 1.88 -1.47 6.62
C 3.29 0.92 -3.19
H 4.03 -4.80 3.82
O -0.71 1.25 3.30
O -0.31 -0.34 1.35
F 3.50 2.24 -2.83
F 1.67 0.82 -1.37
H 3.04 1.19 0.67
H -3.40 -0.93 -4.09
H 4.73 1.47 -0.83
H -4.01 -1.44 -1.61
C 1.87 0.55 -2.68
H -6.27 6.30 -4.49
H -4.68 5.64 -6.21
C 4.49 0.12 -2.57
```

## Properties
orbital gap	8.2	eV
LUMO level	-0.01183	Eh
electronic energy	-27947.29308	a.u.
HOMO	-8.51	eV


2.
# C17H30BrClN3OPS

A cluster of 2 separate species, C17H30BrClN3OPS in total (ωB97M-V with the def2-TZVPD basis set, the Open Molecules 2025 dataset).

Geometry as XYZ:
```
55
Properties=species:S:1:pos:R:3
Cl -2.43 -2.02 -1.23
H 3.04 -3.79 3.90
P -2.05 3.44 -1.57
H -4.84 3.06 -2.49
C -0.28 -0.57 1.31
H 2.94 -0.07 3.97
C -3.02 4.18 -2.95
H 0.38 3.84 -1.44
C -2.17 0.65 -1.55
H -2.38 4.37 -3.82
S -3.30 0.78 -0.20
H 2.73 -3.94 2.19
C -4.20 3.29 -3.36
H -0.39 5.00 -2.56
H 0.06 -0.05 0.42
H -0.14 -1.77 3.61
H -0.58 5.18 -0.81
N -0.49 0.28 -3.76
C 4.27 -1.86 2.42
C -1.88 -0.61 -1.99
H -0.83 3.18 -4.66
H 0.59 3.14 -3.60
C -0.51 4.45 -1.62
H 0.49 2.03 -4.97
H 1.16 -3.63 0.52
H -3.86 2.36 -3.79
H -0.94 -2.92 2.58
N 1.98 -1.37 1.80
C 0.94 -3.63 3.38
C 2.66 -1.10 4.16
H 3.31 -1.52 4.93
O 2.31 -0.20 1.39
H 0.96 -2.19 -0.48
H 0.65 -4.59 2.94
H -4.84 3.80 -4.09
C 2.81 -1.93 2.88
N -1.05 -0.77 -3.08
C 2.43 -3.39 3.09
C 0.04 -2.51 2.84
Br -0.65 -2.38 -3.83
C -0.09 2.53 -4.19
H 1.64 -1.11 4.54
C -1.60 1.78 -2.21
H -1.30 -0.91 1.15
C 0.58 -1.80 1.60
H -3.38 5.15 -2.60
H 4.60 -0.83 2.32
H -2.51 1.57 0.54
C -0.76 1.48 -3.34
H -0.47 -3.03 0.15
C 0.56 -2.73 0.38
H 4.39 -2.35 1.46
H -0.26 0.12 2.14
H 4.91 -2.37 3.15
H 0.77 -3.73 4.45
```

## Properties
orbital gap	2.5	eV
LUMO level	-0.07826	Eh
electronic energy	-4678.76583	a.u.
HOMO	-4.62	eV


3.
# C17H30CdF2N3O6

A structure of composition C17H30CdF2N3O6 (ωB97M-V with the def2-TZVPD basis set, the Open Molecules 2025 dataset).

Geometry as XYZ:
```
59
Properties=species:S:1:pos:R:3
H -3.96 1.06 2.00
C -2.30 0.07 2.88
H 0.61 1.82 -2.82
N 4.97 2.53 -0.79
Cd 0.10 0.38 0.24
F 2.15 1.65 2.06
C 0.50 -3.08 1.19
O -2.26 1.28 0.85
C -0.47 1.93 -2.70
H 2.35 -1.85 -1.14
H 5.97 2.47 -0.71
H -0.76 0.38 -4.12
H -0.26 -0.61 4.32
O 1.01 -1.78 1.46
H 0.27 1.92 2.66
H -0.60 -2.24 -2.90
C 2.88 1.35 -0.84
O -1.15 -2.08 -0.16
H -0.80 2.77 -3.31
C -3.09 0.48 1.67
C 4.28 1.37 -0.89
H 0.63 -2.82 -0.93
O -1.10 -0.52 2.43
H -3.81 2.31 -0.07
H -2.23 0.79 -3.23
H -0.53 -4.05 -0.40
H 1.30 -3.82 1.23
C -2.02 -2.16 -1.27
H -2.89 -0.65 3.46
C -1.39 -1.60 -2.51
O -0.68 2.19 -1.32
C 0.80 1.86 1.71
H -2.16 -1.51 -3.28
C -2.88 1.79 -0.32
H -1.67 3.52 -0.17
H 4.52 3.36 -0.45
H -0.26 -3.35 1.92
H -2.39 3.29 -1.77
H -3.12 0.97 -1.01
N 4.97 0.24 -1.05
H 4.84 -1.80 -1.28
C -1.15 0.67 -3.14
C -1.92 2.78 -0.93
H -2.90 -1.58 -1.01
C 2.90 -0.93 -1.07
H 2.31 2.26 -0.71
H -2.34 -3.20 -1.45
H 1.62 -0.51 2.90
H -0.86 -2.14 3.67
C 4.27 -0.89 -1.15
C 1.04 -1.43 2.85
C -0.12 -3.06 -0.17
F 0.76 3.15 1.18
H -2.08 0.93 3.52
C -0.35 -1.21 3.41
H -3.44 -0.40 1.12
O -0.86 -0.33 -2.17
N 2.21 0.21 -0.92
H 1.55 -2.20 3.44
```

## Properties
orbital gap	9.0	eV
LUMO level	-0.07544	Eh
electronic energy	-1648.67103	a.u.
HOMO	-11.03	eV
net charge	+1


4.
# C17H30Cl16F6NO8P2

A cluster of 9 separate species, C17H30Cl16F6NO8P2 in total (ωB97M-V with the def2-TZVPD basis set, the Open Molecules 2025 dataset).

Geometry as XYZ:
```
80
Properties=species:S:1:pos:R:3
N 1.32 0.32 0.74
Cl 7.85 -2.73 -2.32
H -1.25 -1.52 1.60
C 7.91 0.76 -3.11
F -5.08 2.03 0.43
H 7.98 -0.32 -3.28
H 4.65 4.53 -0.71
H -5.62 2.28 5.13
H -2.06 -2.87 -1.82
Cl 2.88 -2.05 0.01
O -6.65 5.73 -0.40
F -6.08 3.63 -2.20
H 8.35 -4.24 -4.06
H -2.73 -4.16 3.51
O -3.05 -1.15 2.77
H 7.99 0.97 -2.04
C -2.18 1.27 0.26
Cl 8.43 -5.58 -2.11
H -4.65 1.47 3.73
O 1.16 3.02 1.30
H 2.82 -0.65 -1.90
C -4.28 2.57 -0.74
C -2.69 2.71 -0.33
O -2.27 0.14 -0.50
C -2.12 1.76 4.50
P -1.39 1.05 2.03
H 2.64 -2.38 -2.32
C -2.36 -8.20 -3.08
H -2.09 -2.74 -0.04
F -1.81 3.02 -1.51
Cl 4.74 3.20 1.24
H 3.51 2.18 -6.60
Cl 4.90 -1.75 -2.07
Cl -2.92 -7.51 -4.60
C -1.77 -4.68 3.61
O 1.56 1.01 3.38
C -1.73 -3.33 -0.89
Cl -0.46 -3.52 3.40
O -5.25 4.89 1.37
Cl 9.24 1.56 -3.96
H 3.03 4.25 -0.01
C 4.08 4.48 0.22
P 0.76 1.40 1.85
H -2.99 3.78 5.18
F -2.49 3.84 0.63
H 6.73 -4.52 -3.36
O -3.73 -1.45 1.69
H -3.44 2.31 6.41
C -5.65 4.88 -0.05
H -0.98 -1.02 3.42
C -4.97 3.98 -1.24
Cl -2.41 -4.96 -0.78
F -4.04 4.86 -2.01
Cl -0.87 -9.12 -3.30
O -2.21 2.16 3.09
H -4.92 5.85 1.53
C -3.29 2.65 5.30
C 3.99 1.19 -6.61
H -1.70 -5.13 4.61
H -2.39 0.64 4.72
H -3.13 -8.87 -2.69
Cl 5.05 1.09 -8.03
F -4.52 1.58 -1.85
H 4.59 1.06 -5.71
Cl -1.69 -5.97 2.40
H 2.02 -0.31 1.22
C 3.18 -1.66 -1.69
H -1.06 1.98 4.99
H 1.74 0.01 3.38
H 0.56 3.71 1.72
Cl 2.74 -0.05 -6.67
Cl 6.35 1.33 -3.70
Cl 0.04 -3.37 -0.85
Cl 4.16 6.05 1.04
H -4.79 3.36 3.70
C -4.69 2.43 4.41
H -4.42 -0.70 1.63
C 7.77 -4.29 -3.13
H -2.18 -7.40 -2.36
C -1.65 -0.81 2.46
```

## Properties
orbital gap	5.8	eV
energy relative to the best compared isomer or geometry (same formula, charge and spin)	264.0	kcal per mole
LUMO level	-0.23486	Eh
electronic energy	-9966.66236	a.u.
HOMO	-12.21	eV
net charge	+1


5.
# C17H30CoN3O2SSi2Te

A structure of composition C17H30CoN3O2SSi2Te (ωB97M-V with the def2-TZVPD basis set, the Open Molecules 2025 dataset).

Geometry as XYZ:
```
57
Properties=species:S:1:pos:R:3
C -5.14 2.35 -4.71
C -5.77 1.97 -3.54
S -1.70 -1.24 -1.41
C -4.81 1.25 -2.84
H 2.13 -0.51 3.25
H 0.30 -2.87 5.10
N -3.89 1.87 -4.66
H 4.72 2.65 3.03
C -1.12 -3.21 -4.81
H -4.89 0.76 -1.88
H 4.37 0.93 3.05
Si -0.19 -0.59 4.28
H -1.29 -4.08 -1.10
C 2.62 0.48 0.37
H -2.00 -0.41 2.55
H -0.81 -5.86 -2.76
C -1.84 -0.96 3.48
O -1.56 -1.01 -4.33
H 1.26 -1.67 5.97
C 1.12 -0.71 2.88
C -1.22 -3.85 -2.15
H 2.09 3.69 0.68
C -0.10 1.14 4.94
H 5.23 1.39 -1.13
Si 3.84 1.92 0.84
C 3.06 3.49 0.22
C 4.00 1.90 2.69
N -1.36 -2.26 -3.87
H -1.12 -2.84 -5.82
H 3.06 2.11 3.20
C -0.49 1.58 -2.24
H -0.76 1.26 5.80
H -0.40 1.90 4.21
H 3.05 -0.48 0.67
H -2.66 -0.71 4.15
C 0.27 -1.87 5.54
H -3.18 1.94 -5.38
H 1.11 -1.69 2.40
C -0.96 -4.83 -3.08
H 3.69 4.35 0.45
H 5.81 0.53 0.30
Te 0.79 0.68 1.34
H 0.91 1.38 5.28
H 6.17 2.24 0.09
Co -1.91 0.33 -3.04
H 2.46 0.51 -0.71
C -0.91 -4.50 -4.44
H 2.92 3.47 -0.86
C 5.40 1.48 -0.06
H -5.49 2.91 -5.56
C -1.42 -2.53 -2.55
H -6.78 2.19 -3.25
H -1.92 -2.02 3.24
H -0.45 -1.89 6.35
O 0.15 2.05 -1.46
N -3.67 1.18 -3.52
H -0.71 -5.24 -5.20
```

## Properties
orbital gap (spin up / spin down)	8.4 / 5.9	eV
LUMO level (spin up / spin down)	-0.20374 / -0.30161	Eh
electronic energy	-3607.97249	a.u.
HOMO (spin up / spin down)	-13.99 / -14.14	eV
spin multiplicity	5
net charge	+2


6.
# C17H30F5MoNOP2

A structure of composition C17H30F5MoNOP2 (ωB97M-V with the def2-TZVPD basis set, the Open Molecules 2025 dataset).

Geometry as XYZ:
```
57
Properties=species:S:1:pos:R:3
P 1.88 -0.09 -1.06
C -1.62 0.17 -3.46
H 4.12 0.39 -0.33
H -2.73 -1.80 -6.05
H -3.77 -0.11 2.06
C -2.23 1.55 -5.38
H -3.16 -1.35 0.91
C 2.24 -0.42 3.48
F -0.28 -2.41 1.94
H -2.33 2.54 -5.84
C 3.15 0.91 -0.22
H 3.90 -1.74 3.05
H 1.16 -1.17 5.18
H -3.45 1.16 -0.89
H -0.76 1.27 2.98
H -2.39 2.00 2.82
F -1.11 -2.18 4.59
H 0.76 -0.84 2.58
C 2.59 -1.78 -1.03
H 2.90 1.00 0.86
C 1.86 -0.37 4.93
H 3.29 0.21 -3.04
Mo -0.45 -0.49 -0.65
C 0.09 -1.11 1.60
C 2.80 -1.75 3.05
H 1.43 0.60 5.15
C -1.76 1.45 -4.08
C -1.99 -1.00 -4.19
H 2.37 -2.27 -0.08
C -3.12 1.66 0.03
H -2.74 2.66 -0.22
H -3.98 1.76 0.72
H 3.21 1.90 -0.69
H 2.00 1.46 -2.93
H -2.29 -1.08 2.45
H -0.99 2.70 1.93
H 2.49 -2.58 3.69
H 2.47 -1.96 2.03
C -1.45 1.77 2.29
C 2.22 0.39 -2.81
F -1.33 -0.06 5.07
H -1.49 2.33 -3.48
F -0.86 -1.50 6.66
H -1.90 -1.97 -3.69
H 1.60 -0.19 -3.50
O 2.30 0.62 2.80
C -1.54 -1.31 5.52
H 2.77 -0.51 5.55
N -1.13 0.00 -2.21
C -2.46 -0.90 -5.49
H 3.68 -1.71 -1.16
F -2.85 -1.49 5.72
P -1.82 0.68 0.88
H 2.17 -2.38 -1.85
C -2.87 -0.60 1.65
C -2.58 0.37 -6.09
H -2.95 0.47 -7.12
```

## Properties
orbital gap (spin up / spin down)	6.0 / 6.7	eV
energy relative to the best compared isomer or geometry (same formula, charge and spin)	44.3	kcal per mole
LUMO level (spin up / spin down)	0.00467 / 0.00107	Eh
electronic energy	-2045.82141	a.u.
HOMO (spin up / spin down)	-5.84 / -6.72	eV
spin multiplicity	3


The records above yield max |F| values of 4.37; 0.90; 0.49; 9.78; 0.45; 3.66 eV Å⁻¹, respectively.